[1]
The following is a quantum chemistry calculation of a molecular structure, C40H27AlN5O10P2Se2, from OMol25.

Geometry (Å):
Al: 0.97007 0.03828 0.99312
O: 4.52975 -1.02705 2.17998
C: 3.44472 -1.09633 1.64690
O: 2.47244 -0.25180 1.85875
C: 3.12077 -2.24937 0.71873
C: 3.99660 -3.30931 0.70543
C: 3.72130 -4.45540 -0.03124
C: 2.52713 -4.56779 -0.71753
C: 1.63803 -3.51391 -0.71505
C: 1.92483 -2.28643 -0.05376
O: 1.13820 -1.26323 -0.18603
N: 0.35574 -3.73902 -1.37972
O: 0.30909 -4.63776 -2.21080
O: -0.59721 -3.06065 -1.06060
N: 4.66328 -5.55511 -0.05635
O: 5.71067 -5.42645 0.55450
O: 4.36452 -6.55321 -0.69306
H: 4.90537 -3.24128 1.28682
H: 2.27616 -5.47867 -1.23720
Se: 2.35744 5.77486 -2.04871
P: 1.19783 5.46780 -0.33680
C: -0.17695 6.67072 -0.29849
C: -0.87537 6.93897 -1.47343
C: -1.82195 7.94901 -1.50897
C: -2.05529 8.72580 -0.38230
C: -1.32277 8.49860 0.77133
C: -0.39143 7.47259 0.81972
C: 2.04894 5.71520 1.25387
C: 3.25473 6.39771 1.29535
C: 3.88102 6.62235 2.51374
C: 3.30402 6.16047 3.68613
C: 2.10531 5.45977 3.64335
C: 1.47909 5.23393 2.43035
C: 0.69617 3.72574 -0.15263
C: -0.39466 2.81988 -0.21109
N: 0.13636 1.61896 0.06168
N: 1.44330 1.77426 0.26123
N: 1.79920 3.01593 0.14413
P: -2.19897 2.94787 -0.39545
Se: -3.19821 1.13129 -0.29294
C: -2.68685 4.01563 1.00427
C: -3.58138 5.07288 0.92148
C: -4.01627 5.70029 2.08009
C: -3.54891 5.29141 3.31778
C: -2.66601 4.22328 3.40616
C: -2.25361 3.57449 2.25595
C: -2.43316 3.82394 -1.96848
C: -1.39182 3.94306 -2.88271
C: -1.62466 4.50450 -4.12950
C: -2.89369 4.94975 -4.46535
C: -3.94176 4.80546 -3.56438
C: -3.71902 4.22225 -2.32908
H: -0.65915 6.37641 -2.36913
H: -2.36304 8.14451 -2.42622
H: -2.80364 9.50865 -0.40392
H: -1.46919 9.12171 1.64467
H: 0.17521 7.30798 1.72506
H: 3.70051 6.73822 0.36836
H: 4.82430 7.15197 2.54732
H: 3.78794 6.34121 4.63760
H: 1.66517 5.07899 4.55637
H: 0.54808 4.68566 2.39572
H: -3.92626 5.42278 -0.04112
H: -4.72302 6.51739 2.01046
H: -3.88890 5.78937 4.21728
H: -2.31121 3.88894 4.37303
H: -1.60559 2.70602 2.31933
H: -0.39387 3.61122 -2.62361
H: -0.81047 4.60048 -4.83611
H: -3.07788 5.37937 -5.44191
H: -4.93694 5.13776 -3.83182
H: -4.54302 4.05359 -1.64685
O: -2.91773 -3.50511 2.25348
C: -1.63206 -3.64736 2.60025
C: -1.15086 -4.93455 2.84646
C: 0.15586 -5.12974 3.24668
C: 1.02231 -4.04938 3.39473
C: 0.56461 -2.77679 3.11482
C: -0.75496 -2.55503 2.72384
C: -1.23811 -1.19182 2.37283
O: -2.42752 -0.92602 2.34151
O: -0.29736 -0.32473 2.08986
H: -3.08944 -2.54287 2.16920
H: -1.83344 -5.76687 2.73254
H: 0.51257 -6.13261 3.44639
H: 2.04179 -4.20729 3.72078
H: 1.22380 -1.92360 3.21734

Values from the calculation:
Total charge = -1
Electronic energy = -8294.91548 Ha
Multiplicity = 1
Orbital gap = 7.790 eV
HOMO level = -5.98 eV

=====

[2]
The following is a quantum chemistry calculation of a molecular structure, C40H28MnN9SSi, from OMol25.

Geometry (Å):
Mn: 0.09604 -0.63136 -1.02647
C: 0.97121 -7.11607 -1.51497
C: 2.32299 -6.80176 -1.30050
C: 2.73476 -5.49781 -1.10041
C: 1.75549 -4.51109 -1.11889
C: 1.82882 -3.06403 -0.98049
N: 0.57238 -2.54322 -1.11111
C: -0.30900 -3.56370 -1.32070
N: -1.61512 -3.48639 -1.46213
C: -2.24625 -2.33580 -1.57800
C: -3.69059 -2.22439 -1.68009
C: -4.70340 -3.17334 -1.58506
C: -6.00360 -2.72267 -1.70139
C: -6.28987 -1.36222 -1.90761
C: -5.28253 -0.42211 -1.99941
C: -3.97369 -0.87873 -1.88108
C: -2.69966 -0.18092 -1.88136
N: -2.59067 1.12059 -2.03401
C: -1.45109 1.76380 -1.88106
N: -0.24171 1.25216 -1.50776
C: 0.64669 2.27960 -1.35989
N: 1.91209 2.20502 -1.00775
C: 2.52785 1.06162 -0.79451
N: 2.00503 -0.20098 -0.86334
C: 3.01077 -1.10488 -0.67141
N: 2.94537 -2.41847 -0.73793
C: 4.24581 -0.38709 -0.41860
C: 5.54020 -0.82860 -0.15861
C: 6.51184 0.13427 0.02584
C: 6.20536 1.50482 -0.05027
C: 4.92223 1.94048 -0.31222
C: 3.94308 0.96715 -0.49128
C: -0.02432 3.53012 -1.67123
C: 0.41302 4.85062 -1.64901
C: -0.50417 5.82591 -1.98908
C: -1.82443 5.49703 -2.34054
C: -2.25777 4.18557 -2.35466
C: -1.33227 3.20573 -2.01090
N: -1.69297 -1.09342 -1.71213
C: 0.41832 -4.82318 -1.32854
C: 0.00023 -6.13270 -1.53416
H: 0.68833 -8.14898 -1.67006
H: 3.05357 -7.59985 -1.29386
H: 3.77242 -5.24552 -0.93156
H: -4.47332 -4.21626 -1.41737
H: -6.82196 -3.42638 -1.62559
H: -7.32234 -1.04902 -1.99020
H: -5.49235 0.62759 -2.15046
H: 5.76385 -1.88481 -0.09998
H: 7.53018 -0.16565 0.23445
H: 6.99548 2.22901 0.09936
H: 4.67690 2.99167 -0.37160
H: 1.42962 5.09408 -1.37298
H: -0.20659 6.86616 -1.97857
H: -2.51195 6.29007 -2.60324
H: -3.27341 3.92212 -2.61464
H: -1.04343 -6.36421 -1.69474
C: -2.61374 1.31301 4.34227
Si: -1.35172 2.11361 3.22323
C: -2.15097 2.53901 1.58813
C: -0.80572 3.74984 3.96483
C: 0.18380 1.01802 3.15255
C: 1.19074 1.26015 4.08562
C: 2.37110 0.53093 4.06954
C: 2.51929 -0.41799 3.07317
N: 1.57411 -0.70501 2.18419
C: 0.41693 -0.03482 2.25289
S: -0.86100 -0.55052 1.15405
H: -3.43132 2.00460 4.55829
H: -2.17060 1.00214 5.28974
H: -3.03580 0.42904 3.85952
H: -2.99155 3.20985 1.78552
H: -2.51829 1.65722 1.06683
H: -1.45414 3.06068 0.92560
H: -1.62874 4.46531 3.90507
H: 0.03489 4.16057 3.40057
H: -0.50808 3.68224 5.01196
H: 1.07045 2.04763 4.81938
H: 3.15787 0.70944 4.78925
H: 3.44100 -0.98452 2.98151

Values from the calculation:
Electronic energy = -3872.79394 Ha
Multiplicity = 5
Orbital gap (alpha / beta) = 4.823 / 4.580 eV
HOMO level (alpha / beta) = -6.57 / -6.51 eV

=====

[3]
The following is a quantum chemistry calculation of a molecular structure, C40H30AsClN3O4RbS2, from OMol25.

Geometry (Å):
Rb: -0.34179 -0.70022 -0.01449
S: 2.85458 0.50218 0.68504
C: 3.10106 2.13966 0.21856
C: 4.24461 2.44367 -0.54412
C: 4.60975 3.73787 -0.89263
C: 5.77951 3.95158 -1.66850
N: 6.73064 4.09883 -2.30406
C: 3.81030 4.81750 -0.46107
C: 2.64909 4.53247 0.25719
C: 2.24646 3.23508 0.57774
S: 0.71748 3.04386 1.38729
C: 4.12742 6.15977 -0.77752
N: 4.36675 7.26447 -1.01402
H: 4.87307 1.61810 -0.85048
H: 2.01360 5.34935 0.57245
C: 0.85098 -8.99587 -0.45498
O: 1.09263 -7.68554 -0.89797
C: 0.15887 -6.72413 -0.56810
C: -1.05812 -7.03860 0.06523
C: -1.91221 -5.99612 0.35389
C: -1.63097 -4.65474 0.06798
C: -2.56331 -3.62709 0.49961
C: -3.99624 -4.04498 0.84018
O: -2.28898 -2.43885 0.62503
C: -0.39630 -4.32135 -0.63807
O: -0.09656 -3.16858 -1.02303
C: 0.47264 -5.43770 -0.90290
H: 1.72073 -9.58282 -0.74750
H: -0.04223 -9.42933 -0.91909
H: 0.73794 -9.04542 0.63328
H: -1.32475 -8.05107 0.33188
H: -2.83822 -6.23794 0.86305
H: -4.03064 -4.50018 1.83312
H: -4.40334 -4.75821 0.12373
H: -4.60320 -3.14196 0.85470
H: 1.41243 -5.22926 -1.39964
Cl: 2.11807 2.01456 5.12795
C: 0.69080 1.10240 4.78531
C: -0.26760 0.92076 5.76419
C: -1.39196 0.17144 5.44440
C: -1.49812 -0.34116 4.16134
N: -0.57643 -0.15213 3.22213
C: 0.51395 0.55188 3.51740
H: -0.13214 1.35325 6.74698
H: -2.16986 -0.00758 6.17592
H: -2.36290 -0.92790 3.86464
H: 1.25716 0.68461 2.73441
O: -1.43084 1.36945 -0.89037
As: -1.60351 2.98291 -0.75191
C: -0.23566 3.98988 -1.64636
C: -0.19816 5.37754 -1.68033
C: 0.77756 6.01901 -2.42900
C: 1.70795 5.27742 -3.14512
C: 1.67631 3.89142 -3.09698
C: 0.70773 3.24532 -2.34282
C: -3.17291 3.43522 -1.84503
C: -4.44198 3.16127 -1.34179
C: -5.57182 3.37657 -2.11602
C: -5.44585 3.86820 -3.40888
C: -4.18576 4.13189 -3.92398
C: -3.05573 3.91535 -3.14424
C: -2.23479 3.57990 0.96968
C: -2.20096 2.66688 2.01607
C: -2.67265 3.03919 3.26605
C: -3.18018 4.31511 3.46845
C: -3.22702 5.21917 2.41598
C: -2.76093 4.84952 1.16388
H: -0.92217 5.96158 -1.12375
H: 0.82580 7.10088 -2.43927
H: 2.48297 5.78422 -3.70628
H: 2.42244 3.30987 -3.62333
H: 0.68294 2.16423 -2.27304
H: -4.54624 2.77150 -0.33566
H: -6.55268 3.15598 -1.71109
H: -6.32807 4.03792 -4.01496
H: -4.07796 4.50433 -4.93571
H: -2.07523 4.11689 -3.55674
H: -1.77350 1.68519 1.85229
H: -2.62407 2.33352 4.08644
H: -3.53860 4.60861 4.44814
H: -3.62465 6.21518 2.57116
H: -2.81888 5.55152 0.33962

Values from the calculation:
Total charge = -2
Electronic energy = -5524.02461 Ha
Multiplicity = 1
Energy above the lowest of the compared OMol25 structures with the same formula, charge and spin = 0.0000 eV
Orbital gap = 4.946 eV
HOMO level = -1.34 eV

=====

- Number 3 is which compound?
  C40H30AsClN3O4RbS2

=====

- Among the records above, which one has the highest electronic energy?
  C40H28MnN9SSi

=====

- multiplicity of number 3 (C40H30AsClN3O4RbS2)?
  1